#P
Below is a cluster of 2 separate species, C3H6OS3 in total, with properties calculated with wB97M-V/def2-TZVPD.

Calculated values
HOMO-LUMO gap in eV: 8.3399
M in g mol⁻¹: 154.3
HOMO energy in eV: -8.952

```
! wB97M-V def2-TZVPD RIJCOSX def2/J DEFGRID3
* xyz 0 1
C -1.13 1.32 0.35
C -1.61 -0.02 -0.21
C 1.50 -0.78 -0.26
O -1.30 2.35 -0.26
S 2.21 -2.25 0.02
S 2.33 0.32 -1.24
S -0.04 1.47 1.71
H -0.67 -0.73 -0.25
H -2.24 0.04 -1.07
H -2.18 -0.44 0.62
H 1.22 -2.82 0.66
H 1.19 1.23 -1.51
H 0.71 0.29 1.44
*
```

Here are the Mulliken charges for atoms 1 to 2, given in e:
1 C 0.54
2 C -0.72

=====

#Q
Below is an isolated molecule of C3H6OS3, with properties calculated with wB97M-V/def2-TZVPD.

Calculated values
HOMO-LUMO gap in eV: 6.0617
M in g mol⁻¹: 154.3
HOMO energy in eV: -6.771

```
! wB97M-V def2-TZVPD RIJCOSX def2/J DEFGRID3
* xyz 0 1
C 1.82 1.16 -0.48
C 1.61 0.04 0.48
C -1.63 -0.20 0.56
H 2.89 1.40 -0.56
H 1.33 2.07 -0.10
H 1.42 0.92 -1.48
H 1.98 0.23 1.49
H -3.44 -0.98 -0.80
H -1.72 -2.30 -0.59
O -1.10 0.61 1.26
S 0.89 -1.37 0.15
S -3.25 0.15 -0.11
S -0.79 -1.74 0.19
*
```

Here are the Mulliken charges for atoms 1 to 2, given in e:
1 C -0.84
2 C -0.38

=====

Most stable: #P. Least stable: #Q.